Entry from the OMol25 dataset: 21 unconnected molecules or ions with the total composition C67H105NO57 at a distorted geometry (wB97M-V/def2-TZVPD).

Its HOMO energy is -0.336 Eh. As for the energy relative to the best compared isomer or geometry (same formula, charge and spin): 0.000 eV. As for the molar mass: 1836.527 g mol⁻¹. The calculation puts the electronic energy at -6959.43346 a.u. As for the multiplicity: 1.

The geometry in XYZ format:
```
230
Properties=species:S:1:pos:R:3:forces:R:3:mulliken_charge:R:1
C 6.5172 5.0078 5.1216 0.70 0.71 2.03 -0.362
C 6.1370 4.3564 6.4912 -0.70 0.62 -0.53 -0.366
O 5.1403 3.4388 6.0300 -0.73 -0.25 1.12 -0.311
C 5.1575 3.2653 4.7163 2.52 0.61 1.31 0.172
O 4.4980 2.4777 4.1552 -1.21 -0.75 -1.49 0.038
O 6.2148 3.9821 4.2181 -0.86 -0.05 -1.24 -0.356
H 7.5646 5.3324 5.0483 -0.27 -0.54 -0.10 0.320
H 5.9189 5.9105 5.0054 -0.33 -0.14 -0.49 0.277
H 5.6071 5.0077 7.2141 0.60 -0.08 -0.54 0.293
H 6.9269 3.8086 6.9976 0.15 -0.09 -0.14 0.235
C 5.0971 -4.1420 -0.5310 1.10 -0.55 -0.22 -0.485
C 5.4158 -4.5035 0.9186 0.99 1.34 0.16 -0.490
O 4.1193 -4.5644 1.4958 0.65 -0.90 1.09 -0.282
C 3.2191 -4.1563 0.6590 -2.43 -0.04 -0.81 -0.572
O 2.0240 -4.3071 0.8723 1.28 0.84 -0.56 0.102
O 3.7602 -3.6308 -0.4821 -0.35 -0.92 0.59 0.629
H 5.1931 -5.0652 -1.1253 -0.62 0.49 -0.25 0.301
H 5.7888 -3.4052 -0.9354 -0.30 0.13 -0.02 0.254
H 5.9624 -3.6747 1.4264 -0.29 -0.84 -0.17 0.153
H 5.9256 -5.4707 1.0186 -0.24 0.37 0.09 0.403
C 2.4912 7.0642 -2.2500 0.78 -2.16 0.10 0.695
C 1.5056 8.1462 -1.9948 -0.66 -0.35 -0.28 -0.531
O 1.1975 7.9426 -0.6116 -0.84 0.83 -0.34 -0.333
C 2.2291 7.3806 -0.0200 0.20 -1.21 1.48 0.686
O 2.2851 7.2560 1.1849 0.56 0.08 -1.13 -0.645
O 3.0961 6.8909 -0.9291 -0.23 0.32 0.42 -0.288
H 3.3540 7.2065 -2.9109 -0.64 0.40 -0.08 0.487
H 1.9767 6.1163 -2.5086 0.35 0.39 0.11 -0.560
H 0.5555 8.0181 -2.5485 0.82 0.52 0.08 0.240
H 2.0323 9.0742 -2.0733 -0.36 1.04 -0.35 0.299
C 1.6574 4.2313 1.6229 0.24 -0.48 1.83 0.001
C 0.5341 4.1078 2.6681 0.36 -1.41 -1.74 0.395
O -0.4722 4.8164 1.9609 -1.57 0.16 0.05 -0.511
C -0.2527 4.8522 0.6001 1.60 0.03 3.54 0.562
O -1.0430 5.3016 -0.1378 -0.95 0.17 -1.62 -0.526
O 1.0005 4.4486 0.4105 -0.08 -0.21 -2.06 0.261
H 2.2661 3.3369 1.6152 0.09 -0.17 -0.46 -0.862
H 2.2397 5.0927 1.8892 0.51 0.46 -0.30 0.753
H 0.8271 4.6466 3.5561 -0.36 -0.20 0.46 0.266
H 0.2309 3.0090 2.7699 0.24 1.54 0.37 -0.328
C -4.1357 5.3941 1.4988 0.52 0.47 0.27 -0.374
C -3.4733 4.0372 1.5076 0.54 -0.23 1.59 0.689
O -4.5916 3.1614 1.8000 -1.02 0.71 -1.16 -0.133
C -5.6827 3.7967 1.2491 -1.98 -1.88 -1.27 0.522
O -6.7362 3.2570 0.9207 2.05 0.39 1.19 -0.577
O -5.4631 5.0704 0.9770 1.37 0.63 0.40 -0.367
H -3.5514 6.0934 0.9018 -0.55 -0.11 -0.57 0.268
H -4.2559 5.8929 2.4596 -0.13 -0.41 0.25 0.237
H -2.7086 3.8069 2.2627 -0.42 0.65 -0.01 0.128
H -2.9753 3.8511 0.5731 -0.37 -0.47 -0.78 -0.428
C 4.8879 2.8458 -0.2079 0.46 1.09 0.78 -0.162
C 3.9534 2.2474 -1.2201 -0.76 0.63 -0.54 1.057
O 4.4602 2.8607 -2.4422 -0.79 0.12 0.85 -0.100
C 5.0764 4.0372 -2.1092 -0.46 -1.60 -1.54 0.438
O 5.4667 4.7869 -2.9439 0.16 0.85 -0.22 -0.704
O 5.2163 4.1244 -0.8241 0.13 0.44 1.95 -0.454
H 5.8471 2.3373 -0.1659 -0.06 -0.45 0.16 0.358
H 4.5325 3.0702 0.8261 0.04 -0.32 -0.95 -0.049
H 2.8599 2.4575 -1.0457 1.03 0.19 -0.29 -0.464
H 4.0667 1.1949 -1.3417 0.19 -0.83 -0.04 -0.198
C 0.7807 -4.6324 -2.3977 0.69 -0.17 -1.21 0.373
C 1.4026 -6.0595 -2.5110 0.17 1.68 2.00 -0.110
O 2.6591 -5.8227 -3.1167 0.21 -0.08 0.09 -0.404
C 2.8071 -4.5275 -3.4385 -1.44 0.25 0.55 0.462
O 3.8260 -4.0600 -3.7933 0.90 0.67 -0.63 -0.539
O 1.6260 -3.8283 -3.2626 0.99 -1.01 0.40 -0.030
H 0.7406 -4.1536 -1.4247 0.33 -0.49 0.32 -0.757
H -0.1785 -4.6161 -2.8285 -1.37 0.08 -0.46 0.513
H 0.8662 -6.7907 -3.0564 -0.70 -0.43 -0.69 0.383
H 1.5405 -6.3843 -1.4755 0.22 -0.43 -0.22 0.068
C 2.9328 -0.7095 1.3311 -0.47 -0.86 1.53 1.249
C 3.0678 0.3223 2.4458 -1.19 0.03 0.58 1.145
O 3.9472 -0.3768 3.3615 0.53 -0.30 -0.62 -0.406
C 4.6233 -1.3244 2.6545 0.63 -2.20 2.33 0.417
O 5.4534 -2.1085 3.1061 -1.18 2.18 -0.67 -0.699
O 4.1080 -1.4886 1.4486 0.83 0.14 -0.92 -0.255
H 2.8749 -0.3206 0.3718 -0.15 0.76 -1.82 -0.287
H 2.1174 -1.4473 1.5264 0.13 0.93 -0.10 -0.797
H 2.0323 0.4138 2.8621 1.10 0.22 0.19 -0.276
H 3.4978 1.3337 2.2696 -0.25 -0.89 -0.33 -0.494
C -3.8691 -4.2968 -0.4308 0.20 -1.60 1.58 1.404
C -5.3196 -3.8825 -0.5864 -0.80 -0.17 2.11 -0.301
O -5.3107 -2.8884 -1.5630 1.56 0.46 -1.49 -0.182
C -4.1116 -2.9884 -2.2307 0.21 0.57 -0.67 0.472
O -3.8292 -2.4030 -3.2445 -0.46 -0.41 1.11 -0.590
O -3.2561 -3.8446 -1.5965 -0.37 1.24 -1.39 -0.284
H -3.7289 -5.3999 -0.3975 -0.23 0.65 0.08 0.267
H -3.3808 -3.8774 0.4704 -0.27 -0.01 -0.55 -0.848
H -5.7470 -3.4939 0.3600 0.32 0.02 -0.55 -0.049
H -5.9932 -4.6558 -0.9064 -0.11 -0.69 -0.28 0.343
C -0.6033 -1.7705 -0.2528 0.13 -1.14 -0.38 0.893
C 0.6232 -1.5261 -1.1940 -1.29 -0.47 1.69 -0.039
O 0.7603 -0.1418 -1.0164 0.41 1.46 0.36 0.778
C 0.2617 0.2256 0.1807 -0.54 0.18 0.92 -0.673
O 0.4467 1.2864 0.7084 0.16 -0.26 -0.36 -0.407
O -0.4615 -0.7785 0.7616 1.06 0.83 -0.95 0.582
H -0.6592 -2.7435 0.2268 0.36 -0.15 0.03 -0.164
H -1.5575 -1.5952 -0.7212 -0.22 0.15 -0.57 -0.984
H 0.5063 -1.7398 -2.2209 -0.56 -0.19 -1.10 0.906
H 1.5251 -2.0222 -0.8691 0.33 -0.29 0.37 -0.677
C -5.7691 0.9906 -2.5102 1.65 -0.07 0.42 -0.748
C -6.1265 0.2795 -1.2558 0.75 -1.01 0.44 0.431
O -4.7923 -0.2004 -0.8085 -1.60 -0.49 -0.05 -0.088
C -3.8789 0.5862 -1.3320 1.06 1.63 -0.55 -0.713
O -2.7020 0.5836 -1.0979 -0.16 -0.53 0.29 0.274
O -4.4212 1.5285 -2.1448 -1.39 -1.10 -0.72 -0.385
H -6.4115 1.8190 -2.5998 -0.67 1.01 -0.86 0.470
H -5.6821 0.3102 -3.3786 -0.02 0.61 0.35 0.300
H -6.8050 -0.5565 -1.3813 0.25 -0.38 -0.04 0.222
H -6.5439 0.9290 -0.5000 0.21 0.40 0.31 -0.099
C 0.5494 -2.8763 4.1684 -0.31 -0.70 0.71 -0.155
C -0.9660 -3.1467 4.3587 1.57 1.18 0.34 0.458
O -1.3649 -1.7993 4.6842 -1.70 -0.83 0.39 -0.425
C -0.5220 -0.9070 4.2055 -0.24 -0.56 0.11 0.044
O -0.7157 0.2570 4.2724 0.19 1.48 -0.28 -0.500
O 0.5369 -1.5168 3.6888 1.26 -0.44 -0.51 0.431
H 1.0538 -3.5684 3.4943 -0.15 0.44 -0.30 -0.030
H 1.0929 -2.8835 5.1326 -0.30 0.01 -0.34 0.274
H -1.2467 -3.7538 5.1962 0.15 -0.43 0.35 0.505
H -1.4361 -3.4944 3.4652 -0.42 -0.07 -0.71 -0.618
C 4.0609 4.3030 -5.8539 -0.53 -0.08 0.46 -0.281
C 2.9858 3.5140 -5.1776 -0.66 0.02 0.10 1.294
O 2.1507 4.6064 -4.6359 0.63 -1.68 0.86 0.476
C 2.4184 5.7312 -5.2718 0.50 -1.34 -1.49 0.262
O 1.7871 6.7242 -5.2078 -0.65 1.53 0.54 -0.611
O 3.4285 5.5361 -6.1521 0.30 0.81 -0.11 -0.451
H 4.4040 3.8606 -6.7570 0.52 -0.27 -0.67 0.403
H 4.8046 4.4314 -5.0908 0.89 0.41 -0.11 0.159
H 3.4522 2.8538 -4.4395 -0.62 0.45 0.33 -0.893
H 2.3510 2.9087 -5.8201 -0.11 0.17 -0.15 -0.110
C -3.8967 0.1230 1.9446 -0.72 0.41 -0.43 0.382
C -4.9437 0.0697 3.0251 -1.72 -0.43 0.11 -0.487
O -4.9621 -1.3031 3.4475 0.63 -0.44 -1.11 -0.531
C -4.2152 -2.0366 2.5584 -0.95 0.71 1.16 -0.158
O -4.0836 -3.2152 2.6942 0.29 -0.44 -0.44 -0.495
O -3.7069 -1.2766 1.5857 0.01 0.42 0.21 1.468
H -2.9949 0.5158 2.3875 0.59 -0.01 -0.37 0.280
H -4.2726 0.7385 1.1016 0.77 -0.78 0.57 -0.582
H -5.9900 0.3837 2.7519 1.10 -0.35 -0.02 0.020
H -4.6600 0.6143 3.8820 0.32 0.91 0.88 0.450
C -0.3353 -2.3564 -6.2765 -1.54 0.78 0.88 0.315
C -1.0978 -2.3239 -7.6375 0.13 -0.46 -1.24 -0.249
O -1.2430 -3.7099 -8.0240 1.86 -1.07 2.55 -0.394
C -0.3538 -4.4580 -7.1818 -1.15 1.05 -1.12 0.493
O -0.1373 -5.6065 -7.3525 0.11 0.01 0.27 -0.501
O 0.1970 -3.6676 -6.2105 -0.78 -0.88 -0.79 -0.219
H -1.0463 -2.1178 -5.4021 0.87 -0.79 -1.18 0.070
H 0.5092 -1.6935 -6.1259 -0.01 0.32 -0.56 0.003
H -0.5169 -1.9428 -8.5031 -0.23 0.64 0.87 0.249
H -2.1363 -1.9499 -7.6556 0.76 0.36 0.43 0.298
C -3.7818 -6.0755 3.9819 -1.11 0.40 0.56 0.478
C -4.0016 -6.6531 2.5993 -0.71 -0.67 1.12 0.216
O -3.1562 -7.7956 2.5934 -0.35 -0.04 -0.29 -0.352
C -2.6678 -7.9699 3.8202 2.25 -1.35 -0.16 0.625
O -1.8059 -8.7674 4.0688 -0.29 -0.30 0.00 -0.595
O -3.1141 -7.1050 4.6961 -0.82 0.56 0.71 -0.385
H -4.6631 -5.7164 4.5422 0.31 -0.46 -0.40 0.417
H -3.1166 -5.2655 3.8787 0.83 1.11 0.12 -0.398
H -3.6363 -5.9698 1.9095 0.47 1.14 -1.54 -0.302
H -5.0195 -6.9375 2.3939 -0.37 -0.22 -0.13 0.356
C 1.5589 -7.4539 2.1788 -0.02 0.52 2.15 0.110
C 1.1486 -6.9382 3.6360 1.62 0.09 -1.33 -0.619
O 0.1530 -5.9244 3.3533 0.92 -0.80 0.18 -0.216
C -0.2395 -6.0568 2.0651 0.52 -0.82 1.26 0.581
O -1.0795 -5.3547 1.6128 -0.45 0.09 -0.99 -0.603
O 0.3862 -7.1206 1.5123 -1.53 0.91 -1.96 -0.341
H 1.7442 -8.5274 2.0805 -0.24 0.22 0.30 0.416
H 2.3929 -6.9056 1.7576 0.20 0.23 -0.01 -0.270
H 1.9874 -6.5025 4.1870 -0.23 0.18 -0.24 0.380
H 0.7742 -7.7578 4.1954 -0.95 -0.51 0.56 0.370
C 2.0929 -0.2234 6.7939 -1.63 -0.13 -0.22 -0.811
C 2.4810 1.2421 7.0531 0.13 -0.89 -0.75 -0.107
C 1.4936 2.1449 6.3753 -0.53 0.58 -1.67 0.484
C 1.8565 3.5720 6.2728 0.22 1.48 -0.01 -0.072
N 2.0548 4.7156 6.1794 -0.17 -1.86 0.12 -0.639
H 0.9863 -0.3487 6.9636 0.83 0.10 0.10 0.276
H 2.5806 -0.9766 7.4255 0.18 0.39 -0.25 0.439
H 2.1982 -0.4697 5.7227 0.37 0.03 0.41 -0.092
H 3.4226 1.4238 6.5374 0.47 0.06 0.82 0.047
H 2.4212 1.4633 8.1146 0.75 0.05 0.12 0.414
H 0.5688 2.1097 6.9028 -0.95 0.03 0.41 0.573
H 1.2378 1.8145 5.3337 0.36 0.12 0.75 -0.393
C -9.1966 -2.9513 0.6858 0.26 -2.26 0.91 -0.789
O -8.0331 -2.1717 0.5504 -0.56 1.50 -0.27 -0.178
C -8.0705 -0.9613 1.3351 0.20 -0.98 1.03 0.692
C -9.0359 0.1765 1.0094 -1.13 -1.06 -0.29 -0.559
O -10.4144 -0.1731 1.1672 0.83 -1.11 0.39 -0.369
C -11.3305 0.8653 0.9438 0.35 -0.29 -0.30 -0.784
H -9.4069 -3.0960 1.7901 -0.11 0.28 -1.04 0.365
H -8.8906 -4.0005 0.3235 -0.71 1.56 0.21 0.184
H -10.1046 -2.5792 0.1746 0.63 -0.06 0.18 0.241
H -7.0561 -0.5752 1.2347 -0.06 0.19 0.00 -1.105
H -8.1769 -1.2959 2.4027 -0.13 0.47 -0.66 0.576
H -8.8795 0.5039 -0.0016 0.20 0.30 -0.78 0.387
H -8.8746 1.0034 1.6666 0.74 0.68 0.54 0.515
H -12.1926 0.6421 1.5659 -0.28 0.05 -0.31 0.263
H -11.5487 0.9194 -0.1296 -0.38 0.11 0.15 0.279
H -10.9237 1.8141 1.2523 0.19 0.59 0.21 0.325
C 0.0900 1.2912 -6.0821 0.28 -0.76 -0.41 -1.128
O 0.3171 1.5505 -4.7200 -0.58 -0.28 -0.52 0.517
C -0.8544 2.0813 -4.1178 1.00 -0.23 1.81 -1.211
C -0.4146 2.9140 -2.9070 -2.56 1.14 0.14 1.360
O -0.1844 4.2589 -3.2934 -0.63 0.72 0.56 0.281
C -1.3676 5.0808 -3.2953 1.03 0.73 -1.52 -0.623
H -0.5840 0.4398 -6.3331 0.25 0.21 0.63 0.035
H 1.0479 1.0969 -6.5563 0.20 -0.17 0.03 0.411
H -0.3364 2.1339 -6.5905 -0.29 0.80 -0.20 0.442
H -1.5652 1.3273 -3.8221 -0.09 -0.84 0.22 0.331
H -1.3753 2.6883 -4.7978 -0.60 1.17 -1.08 0.657
H 0.5138 2.5684 -2.5300 0.78 -0.64 0.53 -0.850
H -1.2313 2.9413 -2.0919 1.22 -0.52 -1.00 -0.661
H -1.8988 5.1134 -2.3235 0.23 -0.32 -0.62 0.023
H -1.9881 4.7767 -4.1888 0.04 0.27 1.13 0.266
H -0.9892 6.1293 -3.5477 -0.52 -1.33 0.45 0.102
C 8.2214 1.8885 -3.0129 0.88 0.07 0.80 -0.997
O 7.0268 1.2301 -3.0658 -1.67 -0.47 0.00 0.021
C 6.8853 0.2769 -4.0930 0.20 1.50 -0.68 -1.171
C 5.6779 -0.5174 -3.8096 0.28 -0.79 0.16 -0.009
O 4.5730 0.2980 -3.9863 -0.88 0.10 0.34 -0.149
C 3.2677 -0.2656 -3.8643 0.15 1.12 -0.90 0.010
H 8.4533 2.4892 -3.8650 -0.21 0.79 -0.85 0.355
H 9.0519 1.1824 -2.9637 0.31 -0.17 0.45 0.382
H 8.1466 2.5113 -2.1157 0.51 0.01 -0.20 0.222
H 7.7344 -0.3525 -4.0652 1.16 -1.01 -0.15 0.580
H 6.8461 0.7655 -5.0778 -0.04 0.03 0.06 0.328
H 5.9001 -0.7921 -2.7748 -0.88 -0.42 0.46 -0.030
H 5.6659 -1.4348 -4.4205 -0.22 0.17 0.03 0.456
H 2.6057 0.6242 -3.9475 0.10 -0.83 -0.50 -0.246
H 2.9970 -0.6882 -2.9196 0.46 -0.50 1.05 -0.357
H 3.1262 -1.0483 -4.6233 -0.26 0.31 -0.01 0.604
```
Positions in Å, forces in eV/Å.